Molecular formula: C3H6N2S
Method: DFT, ωB97M-V/def2-TZVPD

CARTESIAN COORDINATES (ANGSTROEM)
C1 -1.338 -1.013 -0.058
H1 -1.752 -0.910 -1.054
N1 -0.083 -0.250 -0.039
H2 -1.148 -2.067 0.145
C2 0.410 1.952 0.097
H3 0.172 3.007 -0.162
N2 -0.344 1.063 -0.393
S1 2.607 -0.225 -0.151
H4 -1.971 -0.583 0.731
H5 1.057 -1.912 0.111
H6 1.272 1.772 0.738
C3 1.117 -0.836 0.037

Results
HOMO	-8.29	eV
E_LUMO	0.540	eV
2S+1	1
structure (SMILES)	C=NN(C)C=S

Calculated atomic charges, method Löwdin, unit e: atom 1 (C): -0.031, atom 2 (H): 0.085, atom 3 (N): -0.268, atom 4 (H): 0.084, atom 5 (C): -0.046, atom 6 (H): 0.085, atom 7 (N): 0.008, atom 8 (S): 0.617, atom 9 (H): 0.092, atom 10 (H): 0.053, atom 11 (H): 0.029, atom 12 (C): -0.707

Molecular formula: C20H24N4O6S
Method: DFT, ωB97M-V/def2-TZVPD

CARTESIAN COORDINATES (ANGSTROEM)
H1 3.759 0.748 2.641
H2 -5.827 -1.364 2.449
O1 2.823 -0.485 1.693
H3 0.411 0.134 0.284
S1 -1.174 1.074 -1.504
O2 4.330 2.276 0.014
H4 -0.979 0.804 1.510
H5 -6.724 -0.184 1.200
H6 -4.329 -2.013 0.630
N1 -0.330 1.809 -0.408
H7 1.422 1.747 -1.499
C1 1.617 -2.600 -1.842
H8 -3.079 2.602 -0.323
C2 1.359 -2.116 0.528
H9 -5.026 2.148 1.093
H10 3.191 -1.319 -3.025
C3 2.450 -1.121 0.638
H11 1.794 -3.530 -3.746
H12 -3.057 -2.523 -1.417
C4 1.031 1.721 1.732
O3 -0.449 0.171 -2.082
C5 3.149 -0.750 -1.001
O4 0.817 -1.619 2.537
C6 -4.526 1.186 0.959
H13 -1.787 -2.535 -0.156
H14 0.353 -3.941 -2.766
H15 4.636 0.233 1.514
O5 -1.725 2.276 -2.438
H16 -1.402 -1.555 -1.658
N2 0.649 -2.401 1.638
H17 1.247 1.051 2.530
C7 -4.657 -0.014 1.050
C8 3.354 1.638 0.906
C9 -3.912 -0.940 0.462
H18 -6.032 0.345 2.806
H19 0.511 2.359 2.274
H20 1.365 3.971 0.599
C10 0.135 0.975 0.895
C11 -5.956 -0.299 1.989
C12 -2.905 -0.831 -0.351
C13 -2.101 -2.113 -0.864
C14 -2.584 0.348 -0.702
N3 1.063 -2.510 -0.721
C15 2.779 -1.512 -1.914
C16 3.728 0.513 1.795
C17 -3.397 1.483 0.047
N4 2.202 2.066 1.037
H21 3.974 -0.206 -0.546
C18 1.656 3.219 0.179
C19 0.807 2.699 -0.925
C20 1.064 -3.011 -3.037
H22 0.479 -2.104 -3.548
H23 0.370 3.335 -1.780
O6 -0.296 -3.209 1.306
H24 2.497 3.724 -0.521

Results
HOMO	-8.81	eV
E_LUMO	-0.749	eV
2S+1	1
structure (SMILES)	Cc1ccc(S(=O)(=O)N2CCN(C(=O)COc3ccc(C)nc3[N+](=O)[O-])CC2)c(C)c1

Calculated atomic charges, method Löwdin, unit e: atom 1 (H): 0.055, atom 2 (H): 0.105, atom 3 (O): 0.023, atom 4 (H): 0.087, atom 5 (S): 0.595, atom 6 (O): -0.132, atom 7 (H): 0.214, atom 8 (H): 0.088, atom 9 (H): 0.171, atom 10 (N): -0.266, atom 11 (H): 0.179, atom 12 (C): -0.367, atom 13 (H): 0.146, atom 14 (C): -0.223, atom 15 (H): 0.136, atom 16 (H): 0.161, atom 17 (C): -0.010, atom 18 (H): 0.103, atom 19 (H): 0.140, atom 20 (C): -0.163, atom 21 (O): -0.240, atom 22 (C): 0.058, atom 23 (O): 0.092, atom 24 (C): -0.100, atom 25 (H): -0.090, atom 26 (H): 0.139, atom 27 (H): 0.120, atom 28 (O): -0.383, atom 29 (H): 0.101, atom 30 (N): -0.309, atom 31 (H): 0.137, atom 32 (C): -0.349, atom 33 (C): -0.291, atom 34 (C): -0.057, atom 35 (H): 0.036, atom 36 (H): 0.106, atom 37 (H): 0.029, atom 38 (C): -0.063, atom 39 (C): 0.002, atom 40 (C): -0.317, atom 41 (C): 0.063, atom 42 (C): -0.212, atom 43 (N): 0.160, atom 44 (C): -0.051, atom 45 (C): -0.074, atom 46 (C): 0.075, atom 47 (N): 0.047, atom 48 (H): 0.087, atom 49 (C): -0.058, atom 50 (C): -0.119, atom 51 (C): -0.085, atom 52 (H): 0.140, atom 53 (H): 0.146, atom 54 (O): 0.034, atom 55 (H): 0.188

Molecular formula: C10H27CaNO8S
Method: DFT, ωB97M-V/def2-TZVPD

CARTESIAN COORDINATES (ANGSTROEM)
O1 1.579 -1.198 2.001
H1 0.571 -3.844 -2.622
H2 -3.344 -1.061 -1.898
C1 -0.833 2.905 -0.198
O2 0.584 1.560 2.626
O3 -2.116 -0.827 -0.225
H3 -2.236 3.293 1.984
C2 1.779 1.771 3.426
H4 -2.840 -0.892 0.403
H5 -0.920 0.442 -3.536
O4 0.588 -1.578 4.209
H6 3.535 -3.332 -1.508
H7 3.088 -2.634 -0.013
H8 -0.564 2.815 3.814
O5 -0.248 1.135 -1.690
S1 0.502 -1.781 2.769
H9 0.136 3.590 2.370
N1 -1.325 1.847 0.709
H10 -0.654 3.157 -2.318
H11 0.171 3.260 0.035
O6 0.677 -1.893 -0.660
H12 1.740 -2.944 -3.599
C3 -2.454 -1.503 -1.452
H13 -2.160 1.652 2.642
H14 0.214 -2.267 -3.369
H15 2.061 -1.246 -1.979
C4 -0.285 2.668 2.771
H16 2.073 -3.977 -0.646
H17 0.280 -2.728 -0.401
H18 -2.652 -2.563 -1.290
H19 1.512 1.688 4.480
H20 0.417 1.572 -3.630
H21 2.291 2.705 3.196
C5 0.966 -2.851 -2.838
Ca1 0.315 0.116 0.570
C6 -0.007 0.763 -3.035
H22 -1.965 2.163 -1.901
H23 -2.245 1.626 0.357
C7 -1.628 2.391 2.042
O7 0.529 -3.234 2.657
H24 -1.592 -1.396 -2.111
C8 2.659 -3.094 -0.903
H25 -1.428 3.815 -0.124
H26 2.552 1.050 3.159
H27 0.641 -0.107 -3.146
O8 -0.672 -1.217 2.122
C9 -0.934 2.372 -1.615
C10 1.644 -2.192 -1.633

Results
HOMO	-6.23	eV
E_LUMO	-0.263	eV
2S+1	1

Calculated atomic charges, method Löwdin, unit e: atom 1 (O): -0.493, atom 2 (H): 0.092, atom 3 (H): 0.082, atom 4 (C): -0.182, atom 5 (O): -0.280, atom 6 (O): -0.177, atom 7 (H): 0.121, atom 8 (C): -0.052, atom 9 (H): 0.095, atom 10 (H): 0.098, atom 11 (O): -0.368, atom 12 (H): 0.080, atom 13 (H): 0.087, atom 14 (H): 0.132, atom 15 (O): -0.260, atom 16 (S): 0.121, atom 17 (H): 0.115, atom 18 (N): -0.164, atom 19 (H): 0.131, atom 20 (H): 0.128, atom 21 (O): -0.173, atom 22 (H): 0.084, atom 23 (C): -0.101, atom 24 (H): 0.133, atom 25 (H): 0.058, atom 26 (H): 0.126, atom 27 (C): -0.213, atom 28 (H): 0.096, atom 29 (H): 0.113, atom 30 (H): 0.091, atom 31 (H): 0.105, atom 32 (H): 0.099, atom 33 (H): 0.084, atom 34 (C): -0.049, atom 35 (Ca): 1.479, atom 36 (C): -0.080, atom 37 (H): 0.134, atom 38 (H): 0.110, atom 39 (C): -0.156, atom 40 (O): -0.386, atom 41 (H): 0.048, atom 42 (C): -0.015, atom 43 (H): 0.128, atom 44 (H): 0.089, atom 45 (H): 0.070, atom 46 (O): -0.498, atom 47 (C): -0.206, atom 48 (C): -0.474

Molecular formula: C28H29BCeN7P
Method: DFT, ωB97M-V/def2-TZVPD

CARTESIAN COORDINATES (ANGSTROEM)
H1 -1.704 -2.621 3.466
H2 2.408 -1.378 -1.726
H3 -1.488 2.972 5.278
H4 -3.714 0.737 -5.152
C1 -2.071 -1.192 -3.006
H5 0.634 -5.901 -0.625
H6 2.544 -4.731 0.464
C2 0.265 3.480 4.137
C3 1.343 -2.963 0.940
H7 2.127 -2.487 1.558
C4 0.131 -1.448 3.459
C5 3.135 -0.772 -1.205
C6 -3.049 0.200 -4.449
H8 1.916 3.723 2.804
H9 -1.973 2.918 -4.813
N1 -0.755 2.323 -1.479
P1 -0.613 -0.417 2.113
H10 0.213 3.115 -6.307
N2 0.153 2.079 -4.469
C7 -0.744 -2.435 3.982
Ce1 0.446 0.286 -1.462
C8 1.365 -1.216 4.109
N3 -1.336 -0.048 -3.035
H11 -1.744 -2.006 -2.376
H12 -3.915 -1.813 -4.089
C9 0.807 1.997 2.288
H13 -1.974 0.882 3.998
C10 -2.137 3.941 -2.150
H14 3.545 -1.356 -0.390
C11 1.714 -1.989 5.235
H15 2.048 -0.449 3.718
N4 -1.441 2.887 -2.577
C12 -1.000 -3.020 0.148
H16 2.834 2.224 -6.339
H17 -1.092 -3.883 5.524
H18 -1.607 -4.873 -0.837
N5 -0.067 -0.616 0.578
C13 0.753 2.506 -5.580
C14 -0.792 -4.316 -0.365
H19 1.116 -3.535 6.587
C15 -0.392 -3.162 5.121
H20 -0.782 2.761 0.608
H21 0.566 4.291 4.793
C16 -1.160 1.580 3.700
C17 1.560 -4.239 0.383
C18 0.094 -2.336 0.710
C19 0.488 -4.881 -0.274
C20 -0.292 1.202 2.654
C21 0.845 -2.952 5.723
H22 -2.483 4.800 -0.126
C22 1.034 3.145 3.048
H23 1.510 1.655 1.506
N6 -1.981 0.813 -3.936
C23 -0.877 2.730 4.428
B1 -1.334 2.279 -4.054
H24 3.965 -0.583 -1.881
H25 3.127 0.907 -3.950
H26 2.801 0.197 -0.797
H27 -2.001 -2.568 0.152
C24 -3.153 -1.081 -3.884
C25 2.073 2.061 -5.574
N7 1.075 1.386 -3.669
C26 -1.155 3.021 -0.363
H28 2.665 -1.817 5.730
C27 -2.031 4.047 -0.758
H29 -2.689 4.543 -2.879
C28 2.245 1.395 -4.366

Results
HOMO (alpha / beta)	-19.60 / -19.61	eV
total charge	+4
E_LUMO (alpha / beta)	-15.438 / -15.428	eV
2S+1	1

Calculated atomic charges, method Löwdin, unit e: atom 1 (H): 0.124, atom 2 (H): 0.021, atom 3 (H): 0.138, atom 4 (H): 0.176, atom 5 (C): -0.085, atom 6 (H): 0.137, atom 7 (H): 0.144, atom 8 (C): 0.042, atom 9 (C): -0.051, atom 10 (H): 0.127, atom 11 (C): -0.310, atom 12 (C): -0.013, atom 13 (C): 0.030, atom 14 (H): 0.140, atom 15 (H): 0.132, atom 16 (N): -0.124, atom 17 (P): 1.200, atom 18 (H): 0.165, atom 19 (N): -0.004, atom 20 (C): -0.060, atom 21 (Ce): 1.553, atom 22 (C): -0.045, atom 23 (N): -0.121, atom 24 (H): 0.102, atom 25 (H): 0.129, atom 26 (C): -0.078, atom 27 (H): 0.140, atom 28 (C): 0.023, atom 29 (H): 0.071, atom 30 (C): 0.002, atom 31 (H): 0.123, atom 32 (N): 0.024, atom 33 (C): -0.070, atom 34 (H): 0.140, atom 35 (H): 0.137, atom 36 (H): 0.140, atom 37 (N): -0.303, atom 38 (C): 0.018, atom 39 (C): -0.017, atom 40 (H): 0.141, atom 41 (C): -0.003, atom 42 (H): 0.080, atom 43 (H): 0.152, atom 44 (C): -0.035, atom 45 (C): -0.003, atom 46 (C): -0.261, atom 47 (C): -0.006, atom 48 (C): -0.387, atom 49 (C): 0.016, atom 50 (H): 0.131, atom 51 (C): -0.011, atom 52 (H): 0.118, atom 53 (N): 0.021, atom 54 (C): 0.019, atom 55 (B): -0.384, atom 56 (H): 0.084, atom 57 (H): 0.126, atom 58 (H): 0.006, atom 59 (H): 0.127, atom 60 (C): 0.029, atom 61 (C): 0.020, atom 62 (N): -0.075, atom 63 (C): -0.066, atom 64 (H): 0.139, atom 65 (C): 0.033, atom 66 (H): 0.169, atom 67 (C): -0.076

Which value of 2S+1 does entry 3 give?
1

What is the formula in the third record?
C10H27CaNO8S

What is the formula in the second record?
C20H24N4O6S